{
  "formula": "C29H33CeN16O7S3",
  "method": "ωB97M-V with the def2-TZVPD basis set",
  "lumo_ev": [3.29, 3.29],
  "total_charge": -2,
  "homo_lumo_gap_ev": [5.3851, 5.3929],
  "de_lowest_kcal_mol": 1.9,
  "homo_energy_ev": [-2.10, -2.10],
  "spin_multiplicity": 2,
  "symbols": ["Ce", "C", "N", "C", "C", "N", "C", "C", "C", "C", "C", "C", "C", "S", "C", "C", "C", "C", "C", "C", "S", "H", "H", "H", "H", "H", "H", "H", "H", "H", "H", "H", "H", "H", "H", "H", "H", "H", "H", "N", "C", "N", "N", "N", "N", "C", "N", "N", "N", "N", "H", "C", "C", "N", "C", "S", "N", "C", "C", "H", "H", "H", "H", "H", "H", "H", "H", "H", "H", "H", "H", "O", "N", "O", "C", "C", "C", "C", "O", "C", "C", "N", "O", "O", "N", "O", "O", "H", "H"],
  "xyz": [[-0.35373, 0.32413, 1.43612], [-2.95011, 2.08519, 4.27257], [-3.03148, 1.57981, 2.90046], [-3.42958, 2.66532, 2.02164], [-3.20783, 2.37300, 0.55707], [-1.77357, 2.35644, 0.15887], [-1.71252, 1.93076, -1.25733], [-1.19823, 3.69094, 0.35578], [-1.51288, 4.68981, -0.56115], [-1.05023, 5.98665, -0.42262], [-0.25659, 6.29336, 0.67536], [0.05629, 5.30965, 1.59427], [-0.39482, 3.98277, 1.47050], [0.06158, 2.82832, 2.71399], [-3.78898, 0.36461, 2.85722], [-5.07984, 0.31819, 2.34609], [-5.78976, -0.87389, 2.29365], [-5.19816, -2.02978, 2.77587], [-3.91141, -1.98453, 3.29547], [-3.16528, -0.80322, 3.34941], [-1.50703, -0.82385, 3.96359], [-3.91574, 2.53443, 4.56041], [-2.15905, 2.83360, 4.32904], [-2.70563, 1.27204, 4.95079], [-2.82904, 3.52870, 2.31715], [-4.48276, 2.95794, 2.17231], [-3.72041, 3.13933, -0.04244], [-3.61896, 1.39880, 0.29322], [-2.37577, 2.53069, -1.89072], [-2.03985, 0.89598, -1.33494], [-0.69448, 2.03857, -1.61722], [-2.11930, 4.44637, -1.42260], [-1.29349, 6.73516, -1.16652], [0.12467, 7.29926, 0.81306], [0.67870, 5.54121, 2.45019], [-5.53254, 1.21440, 1.94173], [-6.77786, -0.89755, 1.85046], [-5.72386, -2.97610, 2.72090], [-3.43015, -2.89153, 3.64212], [-0.97777, -3.39024, 0.26337], [0.00328, -3.18322, 1.21085], [0.67000, -4.17719, 1.76329], [1.55414, -3.55122, 2.58707], [1.38709, -2.27905, 2.53961], [0.40372, -1.99300, 1.64193], [-1.98801, -2.48655, -0.01441], [-3.05535, -2.85160, -0.69723], [-3.78754, -1.71613, -0.78231], [-3.18700, -0.75448, -0.18441], [-2.00551, -1.19991, 0.32708], [-1.23528, -4.35263, 0.12540], [4.31793, -4.30128, -1.04927], [2.82080, -4.28130, -0.76823], [2.24790, -2.94658, -0.84213], [1.39422, -2.44813, -1.73607], [0.69302, -0.92733, -1.55029], [1.07836, -3.19772, -2.84713], [2.06483, -3.80638, -3.73456], [1.56911, -5.13055, -4.28944], [4.69139, -5.32720, -1.04456], [4.85256, -3.74192, -0.27995], [4.56662, -3.84535, -2.00946], [2.63459, -4.63680, 0.24386], [2.26108, -4.93741, -1.43328], [2.38296, -2.36130, -0.02961], [0.32293, -2.73952, -3.33793], [2.99368, -3.94762, -3.19317], [2.28844, -3.11491, -4.55447], [1.37001, -5.83544, -3.48103], [2.30748, -5.56754, -4.96476], [0.63959, -4.99364, -4.84520], [6.54762, 1.82760, -3.43529], [6.23452, 1.15643, -2.46354], [6.96902, 0.32862, -1.94673], [4.92319, 1.36645, -1.87888], [4.54743, 0.64447, -0.75924], [3.31832, 0.86562, -0.21461], [2.30413, 1.77741, -0.74829], [1.17938, 1.89575, -0.26049], [2.81300, 2.48783, -1.92345], [4.05368, 2.28227, -2.45288], [1.98209, 3.47554, -2.64460], [0.86794, 3.69757, -2.23347], [2.47733, 4.02795, -3.61906], [2.99098, 0.05300, 0.95968], [3.61996, -0.96663, 1.14006], [2.13241, 0.47725, 1.72898], [5.21817, -0.07759, -0.31727], [4.35119, 2.83864, -3.32821]],
  "forces_ev_per_angstrom": [[-0.935, 0.821, 0.475], [0.034, 0.016, -0.042], [0.023, -0.027, 0.002], [0.038, 0.020, 0.086], [0.107, -0.077, -0.111], [-0.010, 0.141, 0.056], [0.078, 0.069, 0.084], [-0.116, -0.104, -0.119], [0.028, 0.030, 0.048], [0.017, -0.026, 0.052], [-0.013, -0.009, -0.004], [0.021, -0.043, 0.027], [0.064, -0.033, -0.005], [0.040, 0.387, 0.057], [0.101, 0.125, -0.019], [-0.034, -0.067, -0.014], [0.047, 0.018, 0.022], [0.046, 0.027, 0.023], [0.043, -0.054, 0.026], [-0.022, 0.012, -0.036], [-0.070, 0.069, -0.307], [0.018, -0.008, 0.042], [-0.026, -0.009, 0.004], [0.009, 0.006, -0.013], [-0.031, -0.001, -0.025], [-0.003, 0.006, 0.004], [-0.044, 0.012, 0.009], [-0.030, -0.005, -0.009], [-0.042, -0.042, -0.021], [-0.014, -0.012, 0.036], [-0.006, 0.003, 0.001], [-0.023, -0.003, -0.002], [0.003, 0.005, 0.004], [0.010, -0.002, 0.004], [0.002, 0.004, -0.010], [0.004, 0.013, 0.013], [-0.003, -0.006, 0.002], [0.018, -0.009, -0.001], [-0.021, -0.007, -0.002], [0.040, 0.100, -0.012], [-0.389, -0.050, -0.073], [0.366, 0.041, 0.091], [-0.214, -0.074, 0.029], [0.035, -0.160, -0.170], [0.522, -0.561, 0.131], [0.193, -0.187, 0.086], [-0.238, 0.190, -0.086], [0.043, -0.172, 0.007], [0.083, -0.061, -0.024], [-0.396, -0.271, -0.267], [-0.011, -0.003, 0.015], [0.052, 0.080, 0.011], [-0.166, -0.049, 0.145], [0.103, 0.139, -0.139], [0.106, -0.114, -0.031], [0.024, 0.033, -0.083], [-0.092, 0.108, 0.067], [-0.020, 0.058, 0.019], [-0.027, -0.027, -0.016], [-0.008, 0.000, 0.019], [-0.026, -0.007, 0.001], [0.014, -0.024, 0.012], [-0.049, -0.068, 0.052], [0.021, 0.006, -0.026], [0.065, 0.011, 0.069], [0.037, -0.030, -0.017], [-0.025, 0.009, -0.031], [0.009, 0.002, -0.019], [0.010, 0.005, -0.003], [-0.001, 0.006, -0.002], [0.006, 0.000, 0.011], [0.037, -0.053, -0.051], [-0.306, 0.180, 0.219], [0.055, -0.057, -0.036], [0.317, -0.057, -0.218], [0.140, -0.072, 0.003], [-0.452, -0.248, 0.307], [0.182, 0.073, 0.158], [-0.093, -0.163, -0.212], [-0.350, 0.223, -0.092], [0.137, 0.004, -0.081], [0.250, -0.296, 0.382], [-0.042, 0.063, -0.132], [-0.056, 0.054, -0.075], [0.210, 0.537, -0.362], [0.063, -0.040, 0.134], [0.571, -0.319, -0.050], [-0.030, 0.013, -0.013], [-0.006, -0.009, 0.015]],
  "mulliken_spin": [1.016, 0.000, -0.002, -0.001, 0.005, -0.007, 0.003, 0.001, 0.000, 0.000, 0.000, 0.000, 0.000, -0.005, 0.001, 0.000, 0.000, 0.000, 0.000, 0.000, -0.004, 0.000, 0.000, 0.000, 0.000, 0.000, -0.001, -0.001, 0.000, 0.001, -0.001, 0.000, 0.000, 0.000, 0.000, 0.000, 0.000, 0.000, 0.000, 0.000, 0.001, 0.000, 0.000, 0.002, -0.008, 0.003, 0.000, 0.000, 0.000, -0.010, 0.000, 0.000, 0.000, 0.000, 0.000, 0.000, 0.000, 0.000, 0.000, 0.000, 0.000, 0.000, 0.000, 0.000, 0.000, 0.000, 0.000, 0.000, 0.000, 0.000, 0.000, 0.000, 0.000, 0.000, 0.000, 0.001, 0.000, -0.001, 0.004, 0.001, 0.000, 0.000, 0.000, 0.000, 0.000, 0.002, 0.003, 0.000, 0.000]
}

{
  "formula": "C14H13Cl2I2IrNO4",
  "method": "ωB97M-V with the def2-TZVPD basis set",
  "lumo_ev": [-9.61, -9.62],
  "total_charge": 2,
  "homo_lumo_gap_ev": [3.4454, 3.5077],
  "de_lowest_kcal_mol": 52.7,
  "homo_energy_ev": [-13.05, -13.13],
  "spin_multiplicity": 2,
  "symbols": ["Ir", "C", "C", "C", "O", "C", "O", "O", "H", "H", "H", "H", "H", "H", "H", "I", "C", "C", "C", "I", "C", "C", "C", "C", "N", "C", "C", "O", "H", "H", "H", "H", "Cl", "C", "Cl", "H", "H"],
  "xyz": [[-0.09826, -0.37530, -0.21957], [-2.61196, 2.57740, -1.04510], [-2.79559, 1.18958, -1.48170], [-3.95665, 0.73200, -2.25455], [-2.26494, 0.31476, -0.65747], [-0.38427, 1.47040, -3.27909], [-0.88175, 2.07660, -4.12434], [0.12972, 0.85452, -2.42809], [-3.34307, 2.75944, -0.24550], [-2.80608, 3.28330, -1.85234], [-1.61518, 2.75666, -0.63205], [-4.83698, 0.71737, -1.59633], [-3.81792, -0.26977, -2.66999], [-4.17537, 1.41913, -3.07249], [-2.81744, -0.49125, -0.60849], [3.51200, -2.38707, 2.83969], [2.80601, -3.00914, 1.01703], [3.32384, -4.15549, 0.38644], [2.86324, -4.59390, -0.83337], [3.69274, -6.28217, -1.65987], [1.82698, -3.87968, -1.49879], [1.25383, -4.21021, -2.73895], [0.25252, -3.41888, -3.25682], [-0.18573, -2.29498, -2.55405], [0.32710, -1.95489, -1.38103], [1.32771, -2.73502, -0.85260], [1.80624, -2.28894, 0.38804], [1.25702, -1.19139, 0.88513], [4.11203, -4.70725, 0.88064], [1.59795, -5.08080, -3.28097], [-0.20682, -3.65465, -4.20571], [-0.97061, -1.66119, -2.94711], [1.14048, 2.20905, 0.77236], [0.45084, 1.87523, 2.36631], [-0.92390, 0.73478, 2.15888], [0.07214, 2.79390, 2.79657], [1.19618, 1.39543, 2.98871]],
  "forces_ev_per_angstrom": [[0.738, -1.104, 1.736], [1.356, 0.539, -1.413], [-2.369, -0.132, 2.984], [0.540, 0.094, -1.252], [-0.283, 0.133, -1.092], [0.542, 0.232, -0.513], [-0.106, -0.195, 0.354], [-0.343, 0.296, -0.167], [-0.124, -0.313, 0.002], [-0.091, 0.028, 0.067], [-0.073, -0.068, 0.138], [0.116, 0.098, 0.181], [-0.024, -0.033, 0.122], [-0.092, 0.025, 0.056], [0.438, -0.366, -0.227], [0.126, 0.055, 0.254], [-0.501, 0.377, -0.362], [-0.012, -0.208, -0.243], [-0.058, 0.316, 0.306], [0.163, -0.349, -0.187], [0.039, -0.043, 0.037], [-0.171, 0.191, -0.042], [0.001, -0.047, -0.019], [0.106, -0.111, 0.126], [-0.070, -0.056, -0.513], [-0.065, 0.211, 0.142], [0.766, -1.095, -0.190], [-0.851, 1.210, -0.055], [-0.006, 0.020, 0.028], [0.015, -0.008, 0.013], [0.007, 0.000, -0.002], [0.009, -0.006, -0.035], [0.031, 0.222, 0.153], [0.023, 0.015, -0.159], [0.261, 0.155, -0.230], [-0.029, -0.012, 0.027], [-0.008, -0.071, -0.023]],
  "mulliken_spin": [0.869, 0.003, 0.000, 0.000, 0.001, 0.010, 0.001, -0.003, 0.001, 0.000, -0.001, 0.000, 0.000, 0.001, 0.002, 0.007, 0.050, -0.026, 0.041, 0.006, -0.011, 0.008, -0.003, 0.001, -0.001, -0.019, 0.000, 0.063, -0.001, 0.001, 0.000, 0.000, 0.000, 0.000, 0.000, 0.000, 0.000]
}

{
  "formula": "C2H6N2O2",
  "method": "ωB97M-V with the def2-TZVPD basis set",
  "lumo_ev": 0.60,
  "homo_lumo_gap_ev": 10.6394,
  "smiles": "NC(=O)O.C=N",
  "de_lowest_kcal_mol": 23.5,
  "homo_energy_ev": -10.04,
  "spin_multiplicity": 1,
  "symbols": ["N", "C", "O", "O", "H", "H", "H", "C", "N", "H", "H", "H"],
  "xyz": [[-1.57068, -0.19661, -1.82156], [-1.52690, -0.18752, -0.44154], [-1.84805, 0.74173, 0.24104], [-1.02013, -1.33513, 0.10204], [-2.19498, 0.49096, -2.21033], [-1.66766, -1.10087, -2.25908], [-0.38786, -1.70725, -0.52821], [2.32361, 0.92346, 1.46550], [1.82763, -0.00486, 0.77135], [3.34066, 1.25304, 1.25368], [1.81000, 1.41305, 2.29699], [0.91436, -0.29000, 1.13014]],
  "forces_ev_per_angstrom": [[-0.196, -0.343, 0.053], [0.150, 0.145, -0.063], [-0.163, -0.106, 0.081], [0.173, 0.261, -0.225], [0.115, 0.193, 0.030], [0.030, 0.045, 0.017], [-0.046, -0.189, 0.106], [0.076, -0.034, 0.088], [0.020, -0.344, 0.121], [-0.092, 0.152, -0.120], [0.016, -0.065, 0.027], [-0.083, 0.283, -0.114]],
  "mulliken_charge": [-0.458, 0.651, -0.516, -0.480, 0.254, 0.220, 0.329, -0.219, -0.538, 0.249, 0.212, 0.296]
}

{
  "formula": "C13H20Cl2F9O5PPt",
  "method": "ωB97M-V with the def2-TZVPD basis set",
  "lumo_ev": [0.35, -2.21],
  "homo_lumo_gap_ev": [9.9941, 7.9200],
  "homo_energy_ev": [-9.65, -10.13],
  "spin_multiplicity": 3,
  "symbols": ["Pt", "Cl", "C", "Cl", "H", "H", "C", "C", "C", "C", "O", "P", "O", "O", "O", "C", "C", "C", "C", "H", "H", "H", "H", "H", "H", "H", "H", "H", "H", "H", "H", "H", "H", "H", "H", "H", "H", "F", "C", "F", "F", "C", "O", "C", "F", "F", "F", "C", "F", "F", "F"],
  "xyz": [[0.58253, 1.21779, -0.59929], [3.16126, 2.48641, 0.12263], [3.88901, 1.08163, -0.67215], [2.99615, -0.40960, -0.28177], [4.90086, 0.96583, -0.30149], [3.83307, 1.22589, -1.74610], [0.90080, 1.11370, 3.89147], [0.41071, -0.28091, 3.54391], [-0.64206, -0.77372, 4.51816], [1.56838, -1.25534, 3.42943], [-0.16535, -0.27378, 2.19126], [-1.17888, 0.82702, 1.64562], [-2.22353, 1.20307, 2.59705], [-0.28117, 1.96098, 1.02607], [-1.62571, 0.15004, 0.25777], [-2.36027, -1.13663, 0.09908], [-2.96880, -1.59296, 1.41467], [-1.33711, -2.12517, -0.41694], [-3.45118, -0.83414, -0.90699], [1.40352, 1.09655, 4.86004], [0.07583, 1.82208, 3.96077], [1.60754, 1.46661, 3.14043], [-0.22203, -0.77631, 5.52552], [-0.93931, -1.79464, 4.27605], [-1.51972, -0.13158, 4.50284], [2.04716, -1.38562, 4.40082], [2.31337, -0.88590, 2.72479], [1.21412, -2.22818, 3.09057], [-2.20814, -1.82992, 2.15398], [-3.53990, -2.50135, 1.21544], [-3.63667, -0.84294, 1.83071], [-0.53419, -2.24862, 0.30931], [-0.91719, -1.78514, -1.36274], [-1.80810, -3.09504, -0.58227], [-4.13950, -0.09217, -0.50617], [-4.00987, -1.74679, -1.11869], [-3.03830, -0.45880, -1.83961], [-1.28975, 0.42177, -3.21939], [-0.54866, 1.39959, -3.76570], [-0.90420, 1.52601, -5.04455], [-0.85001, 2.52967, -3.13335], [0.95871, 1.05832, -3.61128], [1.42675, 1.29170, -2.34635], [1.20422, -0.43418, -3.97289], [0.81309, -1.22277, -2.96862], [0.54830, -0.80307, -5.07422], [2.50891, -0.65688, -4.16830], [1.79795, 1.97245, -4.56280], [3.08666, 1.95653, -4.21228], [1.71723, 1.59266, -5.84069], [1.37346, 3.23585, -4.47380]],
  "forces_ev_per_angstrom": [[-0.561, 0.750, 0.409], [0.015, -0.027, -0.016], [0.025, -0.153, 0.012], [0.279, -0.030, 0.063], [-0.021, 0.024, -0.064], [0.006, 0.014, 0.082], [0.074, 0.058, 0.120], [-0.083, 0.045, -0.262], [0.050, -0.052, 0.142], [0.064, -0.006, 0.113], [0.104, -0.147, 0.045], [0.115, 0.084, -0.125], [-0.003, 0.176, -0.140], [0.026, -0.436, 0.090], [-0.242, -0.327, 0.084], [0.140, 0.398, 0.136], [-0.047, -0.120, -0.035], [-0.031, -0.116, -0.065], [-0.045, -0.098, -0.065], [0.013, -0.042, -0.014], [-0.055, -0.001, -0.036], [0.009, 0.020, -0.022], [-0.016, -0.008, 0.018], [-0.020, -0.015, -0.031], [-0.005, 0.032, -0.027], [-0.008, 0.015, 0.019], [-0.012, 0.009, -0.029], [-0.028, -0.027, -0.029], [0.071, -0.002, 0.027], [-0.012, 0.005, 0.018], [-0.023, 0.055, -0.010], [0.029, 0.008, 0.025], [0.005, 0.029, -0.008], [-0.004, -0.020, -0.002], [-0.015, 0.029, 0.033], [-0.019, -0.005, -0.016], [0.053, 0.011, -0.024], [-0.049, 0.024, -0.030], [0.014, -0.082, -0.010], [-0.033, -0.009, 0.021], [0.006, 0.043, 0.036], [0.244, 0.115, -0.014], [0.075, -0.105, -0.429], [0.031, 0.015, -0.017], [-0.008, -0.044, -0.001], [-0.006, -0.056, -0.019], [-0.021, -0.006, 0.006], [-0.055, 0.018, 0.010], [-0.012, -0.018, 0.022], [-0.022, -0.024, 0.027], [0.009, -0.003, -0.019]],
  "mulliken_spin": [1.672, 0.043, -0.002, 0.030, 0.004, 0.000, -0.001, 0.004, 0.000, 0.001, 0.066, -0.016, 0.011, 0.089, 0.013, -0.003, 0.007, -0.002, 0.000, 0.000, 0.000, -0.001, 0.000, 0.000, 0.000, 0.000, 0.000, 0.000, -0.001, 0.000, 0.000, -0.001, 0.005, -0.001, 0.000, 0.000, 0.001, -0.005, -0.015, 0.000, -0.003, 0.055, 0.048, 0.006, 0.000, 0.001, 0.000, -0.003, 0.001, 0.000, 0.000]
}